1.
Computed, not measured: 2 unconnected molecules or ions with the total composition C4H10O2S at a distorted geometry, with the ωB97M-V functional and the def2-TZVPD basis.

Structure (XYZ):
```
17
Properties=species:S:1:pos:R:3:forces:R:3
C -0.180 -0.468 -1.573 0.4818 -0.2189 0.2363
C -1.052 -0.357 -0.335 -0.0930 -0.0593 -0.2439
S -1.147 -1.941 0.549 -0.3382 1.0357 0.1721
C -1.865 -1.435 2.106 -0.0799 -0.7629 0.4568
H 0.007 0.503 -2.028 -0.2558 0.1238 0.1093
H -0.629 -1.109 -2.328 0.0586 -0.0879 0.0041
H 0.802 -0.844 -1.279 0.0009 -0.1258 -0.2865
H -2.074 -0.054 -0.595 -0.1294 -0.2050 0.1976
H -0.693 0.367 0.395 0.1002 0.0105 0.1019
H -1.585 -0.451 2.472 0.2010 0.1206 -0.3834
H -2.956 -1.506 2.061 -0.0689 0.0801 -0.3548
H -1.580 -2.193 2.839 0.1306 0.0271 -0.0622
O 3.255 0.890 -1.454 0.1661 -0.4452 -0.3639
C 2.673 1.518 -0.640 -0.0496 0.5269 0.3607
O 2.889 2.826 -0.425 -0.2747 -0.0581 -0.0050
H 1.911 1.094 0.037 -0.1000 -0.0511 0.0461
H 2.225 3.158 0.196 0.2503 0.0895 0.0148
```
Positions in Å, forces in eV/Å.

Calculated values
Net charge: +1
Spin multiplicity: 2
Relative energy (zero: lowest compared OMol25 entry of this formula, charge and spin) in kJ/mol: 6.2
E in eV: -19231.51334



2.
Computed, not measured: a molecular structure, C8H15BrN3Si at a distorted geometry, with the ωB97M-V functional and the def2-TZVPD basis.

Structure (XYZ):
```
28
Properties=species:S:1:pos:R:3:forces:R:3
C -3.686 1.365 0.587 0.1319 -0.0790 0.4029
C -3.683 0.218 -0.083 0.2158 -0.2968 -0.5960
C -1.694 1.137 -0.253 -0.6499 0.2964 0.4001
C 0.486 0.491 0.993 2.0749 2.0436 -3.4071
C 1.426 -0.089 -1.565 -0.0819 1.1140 2.3256
C -0.344 1.265 -0.566 4.5104 -1.1257 2.6331
C 3.568 -0.498 0.600 -2.1130 -3.8653 0.0529
C 1.104 -2.502 0.639 0.2769 1.0204 -2.6709
N -2.389 0.084 -0.657 -3.4079 1.1404 1.8469
N -2.454 1.940 0.521 0.7925 -0.9943 -1.0009
N 0.048 0.368 -1.605 -0.2609 -0.2925 -0.6103
Si 1.658 -0.759 0.196 1.7113 0.0408 -0.0144
Br -5.126 -0.925 -0.263 0.3015 -0.1962 -0.2440
H -4.408 1.831 1.155 -1.6388 0.5951 0.9350
H 1.069 1.214 1.594 -0.6607 0.1598 -0.5505
H -0.240 0.063 1.546 -2.6104 -1.3163 1.8311
H 1.667 -0.611 -2.418 0.2246 -1.8018 -1.7456
H 2.094 0.758 -1.638 0.5460 0.6398 0.2157
H 0.126 2.236 -0.379 -0.3199 0.1658 -0.8665
H 4.188 -1.226 0.055 -0.5487 -0.1442 -0.4188
H 3.963 0.379 0.314 1.0824 3.5129 -0.7410
H 3.872 -0.765 1.590 -0.1974 0.2996 1.0024
H 1.989 -2.989 0.906 1.5087 -1.1433 0.1037
H 0.541 -2.530 1.503 -1.6973 0.0027 1.6408
H 0.634 -3.013 -0.225 0.1266 0.1394 0.6685
H -2.145 -0.745 -1.126 1.1391 -0.6189 -0.8829
H -2.137 2.670 1.145 0.1759 0.0523 -0.4617
H -0.128 0.632 -2.565 -0.6315 0.6513 0.1519
```
Positions in Å, forces in eV/Å.

Calculated values
Net charge: +1
Spin multiplicity: 1
E in eV: -90922.28217



3.
Computed, not measured: 2 unconnected molecules or ions with the total composition C2H5N3OS at a distorted geometry, with the ωB97M-V functional and the def2-TZVPD basis.

Structure (XYZ):
```
12
Properties=species:S:1:pos:R:3:forces:R:3
C 0.053 -1.565 0.095 0.4682 -3.7453 0.6356
C 0.116 0.773 -0.327 0.7654 2.1940 0.3836
H -2.983 -1.870 -0.731 4.4241 3.3841 -2.4827
H 0.547 -2.520 0.572 -0.5066 2.4708 -0.5839
H 1.629 -0.236 0.549 0.4491 -0.5463 0.6574
H -0.678 0.698 -1.094 0.1967 -0.3095 1.0238
H 1.256 3.845 1.569 1.0944 -3.1251 -1.9649
N -1.082 -2.009 -0.351 2.1244 0.4817 0.4808
N 0.796 -0.398 0.030 -1.8203 0.7131 -1.3260
N 0.395 1.978 0.073 -0.8776 -0.9434 -1.5316
O -1.863 -1.198 -1.167 -5.3246 -2.8193 2.4057
S 1.815 2.503 0.783 -0.9932 2.2452 2.3021
```
Positions in Å, forces in eV/Å.

Calculated values
Spin multiplicity: 1
Relative energy (zero: lowest compared OMol25 entry of this formula, charge and spin) in kJ/mol: 668.2
E in eV: -19502.02465



4.
Computed, not measured: a gas-phase ion, C4H8NO3 (charge +1) at a distorted geometry, with the ωB97M-V functional and the def2-TZVPD basis.

Structure (XYZ):
```
16
Properties=species:S:1:pos:R:3:forces:R:3
C 0.898 0.936 -1.392 -0.0737 0.2535 -0.9055
C -0.153 0.241 -0.633 -1.7279 1.0834 2.4388
C -0.402 0.540 0.936 1.6704 -1.8314 -0.3767
N -1.003 -0.811 1.300 0.8250 0.7052 -0.7126
O -1.476 -0.846 2.572 1.0795 -0.0325 0.5388
C -0.647 -1.734 0.414 -0.8610 -0.3695 0.9285
O -0.855 -3.024 0.515 -0.0972 0.2085 -0.0739
O -0.143 -1.199 -0.627 1.7493 -1.5690 -1.6873
H 0.543 1.951 -1.736 0.4803 -1.2058 0.4510
H 1.164 0.308 -2.224 -0.3649 -0.0348 -0.9489
H 1.815 0.959 -0.900 1.5276 0.6584 1.2842
H -1.044 0.422 -1.196 -1.0466 0.3907 0.1287
H 0.562 0.761 1.626 -2.3307 -0.4551 -1.7373
H -1.236 1.175 1.076 -0.2420 1.3104 0.2644
H -2.225 -1.426 2.677 -0.7165 -0.6240 -0.4436
H -0.766 -3.628 -0.282 0.1282 1.5121 0.8513
```
Positions in Å, forces in eV/Å.

Calculated values
Net charge: +1
Spin multiplicity: 1
Relative energy (zero: lowest compared OMol25 entry of this formula, charge and spin) in kJ/mol: 266.3
E in eV: -11900.83723



5.
Computed, not measured: 9 unconnected molecules or ions with the total composition C31H85N5O9 at a distorted geometry, with the ωB97M-V functional and the def2-TZVPD basis.

Structure (XYZ):
```
130
Properties=species:S:1:pos:R:3:forces:R:3
C -4.168 -3.017 -3.734 -1.5191 0.4632 -0.8868
O -3.385 -2.158 -4.547 0.2200 -0.2415 0.4439
C -2.627 -1.243 -3.788 1.0552 -0.4588 0.3836
C -1.923 -0.265 -4.739 -0.0749 -0.3290 0.6196
C -0.768 -0.877 -5.485 0.7875 -0.5831 -0.7134
N -1.405 0.801 -3.906 -0.7199 -0.1262 1.5847
H -3.660 -3.809 -3.248 1.1935 -0.4406 0.7268
H -4.897 -3.555 -4.365 0.2433 0.5662 -0.0931
H -4.737 -2.424 -3.008 0.1074 -0.1230 0.0852
H -3.232 -0.736 -3.034 -0.5857 0.4523 -0.2400
H -1.851 -1.707 -3.114 -0.3630 -0.1627 -0.8509
H -2.679 0.126 -5.412 -0.1579 -0.0877 -0.4798
H -1.143 -1.554 -6.275 0.2921 0.4025 0.2689
H -0.105 -1.492 -4.830 -0.5462 0.5275 -0.2274
H -0.122 -0.077 -5.937 -0.6316 -0.7127 0.1992
H -2.208 1.263 -3.484 0.2787 0.2066 0.1212
H -0.893 1.482 -4.404 0.5644 0.7626 -0.8247
C 5.824 1.825 -0.297 0.0795 -0.0381 -0.4996
O 5.562 1.045 -1.465 1.1143 1.4622 0.5233
C 4.240 0.721 -1.614 -0.6745 -2.3346 0.3778
C 4.153 -0.178 -2.840 -0.1911 -0.0579 0.8079
C 4.372 0.691 -4.066 -1.3837 0.7382 -1.9771
N 2.982 -1.069 -2.714 -0.4062 0.2488 -1.1934
H 5.546 2.917 -0.373 0.1337 -0.9972 -0.2481
H 6.923 1.733 -0.207 -0.6639 0.2074 0.6138
H 5.226 1.384 0.527 0.7036 0.2517 -0.0044
H 3.881 0.162 -0.715 0.2115 0.2765 -0.4700
H 3.580 1.542 -1.764 -0.5667 1.2410 -0.0107
H 5.019 -0.833 -2.795 0.1715 -0.2117 0.1358
H 4.112 0.148 -5.059 0.4732 0.8834 1.6158
H 5.398 1.063 -4.120 0.0893 -0.4751 0.0350
H 3.789 1.670 -4.029 0.1720 -1.3064 -0.0841
H 2.805 -1.454 -3.652 -0.1385 0.0363 0.6428
H 2.080 -0.687 -2.368 0.9354 0.1487 -0.3789
C -0.292 5.266 -5.590 -1.5541 0.4993 1.0614
O -0.033 4.900 -4.265 0.0960 1.1421 0.5145
C 0.114 6.085 -3.421 1.0853 -2.2460 -0.5103
C 0.527 5.488 -2.061 -1.8930 2.0082 0.6660
C 1.900 4.919 -2.059 1.4933 -0.7895 1.6800
N -0.468 4.440 -1.630 -0.0210 1.5171 -0.0450
H -0.464 4.399 -6.136 0.0287 -1.6951 -1.0465
H 0.474 5.839 -6.027 1.1933 0.8093 -0.5510
H -1.240 5.812 -5.656 0.0236 0.3402 0.0223
H 0.876 6.721 -3.892 0.0468 0.0374 0.3774
H -0.804 6.632 -3.367 -0.8220 0.2972 0.0334
H 0.371 6.337 -1.323 0.6626 -0.9430 -0.5682
H 2.768 5.597 -1.850 -1.0600 -0.1184 -0.4181
H 2.126 4.346 -2.951 -0.0909 -0.0473 -0.2607
H 1.926 4.211 -1.196 0.1526 0.3027 -0.5779
H -1.423 4.815 -1.801 0.8543 -0.4696 0.1335
H -0.330 3.702 -2.281 -0.1990 -0.9387 -0.6455
C 1.110 2.805 3.547 -0.4638 -0.0348 -0.0340
O -0.326 2.618 3.619 1.3188 -0.0641 -0.4443
C -0.745 1.780 4.649 -0.8627 -0.5518 0.4248
C -1.408 0.442 4.143 -0.2072 0.7047 0.3595
C -2.722 0.684 3.342 0.8868 1.5754 0.6462
N -1.659 -0.355 5.332 0.5392 -0.6310 -0.8539
H 1.309 3.322 2.608 -0.1476 -0.0029 0.2017
H 1.669 1.848 3.531 -0.3945 0.2684 0.2392
H 1.443 3.444 4.387 -0.0437 -0.3817 -0.2407
H 0.099 1.538 5.356 -0.7448 0.0927 -0.5431
H -1.541 2.317 5.192 0.2459 -0.0679 0.2368
H -0.616 0.006 3.556 0.0627 -0.4782 -0.7409
H -2.542 1.662 2.911 -0.0715 0.2015 -0.7457
H -3.523 0.924 4.053 -0.0315 -0.5830 -0.0610
H -3.050 0.026 2.536 0.3071 -0.3458 0.4035
H -2.554 -0.822 5.350 0.0860 0.4295 0.5236
H -1.313 0.104 6.150 -0.4964 -0.2533 0.6331
C 2.718 -3.958 -0.640 -0.0535 0.8283 -0.1794
O 1.419 -4.371 -0.235 0.2427 -0.1186 0.1165
C 0.433 -3.359 -0.050 0.6912 0.2260 0.3883
C -0.979 -3.881 -0.368 1.4873 -0.8972 0.3302
C -1.000 -4.562 -1.792 -0.0516 0.2405 0.7124
N -1.942 -2.836 -0.105 -0.8286 1.2965 -0.8487
H 3.314 -4.868 -0.796 -0.1031 0.3022 0.4423
H 3.248 -3.204 0.045 -0.7890 -1.1525 -0.5072
H 2.655 -3.463 -1.619 0.0379 0.0881 0.1707
H 0.514 -2.986 0.999 -0.3943 -0.3313 -0.4784
H 0.620 -2.477 -0.666 0.1691 -0.0666 -0.4376
H -1.174 -4.638 0.409 -0.0986 -0.1097 -0.5251
H -0.330 -5.462 -1.842 -0.5535 0.9871 0.3060
H -0.663 -3.850 -2.575 -0.2679 -0.3202 0.4047
H -2.026 -4.897 -2.002 0.2835 0.1645 -0.0774
H -1.925 -2.554 0.876 0.1560 -0.2494 -0.2788
H -1.800 -1.964 -0.661 0.1708 -1.0588 0.4901
C -3.010 -4.493 4.459 1.1652 -1.7440 -0.8355
C -2.961 -5.242 3.073 -0.2893 2.2678 0.8157
C -1.624 -5.930 2.847 -0.9569 0.8484 1.0307
O -3.952 -6.175 3.009 0.0290 -3.6247 -0.1597
H -3.965 -4.126 4.848 0.1066 0.1512 -0.5734
H -2.196 -3.770 4.428 -0.3221 0.2644 0.3951
H -2.699 -5.344 5.099 -0.1442 0.7187 0.2852
H -3.192 -4.607 2.208 0.7505 0.7788 0.1627
H -1.805 -6.503 1.985 0.3814 -1.1269 -1.0579
H -1.252 -6.495 3.698 -0.3778 -0.3750 0.0505
H -0.902 -5.176 2.667 0.8494 0.7835 -0.4504
H -4.821 -5.889 3.180 -1.2765 1.0287 0.3548
C 1.897 -1.794 3.853 -0.9125 0.9159 0.0075
C 0.869 -2.896 4.013 -0.7984 -0.2299 -0.0233
C 0.480 -3.195 5.439 -1.4372 1.4443 0.8485
O -0.353 -2.627 3.256 0.5597 0.3445 0.9119
H 1.571 -0.813 4.314 0.0646 -1.0831 -0.2763
H 2.024 -1.584 2.785 0.3848 -0.1528 0.2177
H 2.804 -2.091 4.358 0.4994 -0.0146 -0.1521
H 1.182 -3.849 3.639 0.8244 -0.3363 -0.8406
H -0.155 -2.289 5.756 0.9735 -1.2885 0.1073
H 1.302 -3.359 6.148 -0.0645 0.1832 -0.3423
H -0.184 -4.068 5.467 0.1953 0.1290 0.0205
H -0.866 -2.103 3.894 -0.1510 0.0841 -0.3899
C -0.881 1.115 0.074 -0.9335 0.0769 0.1756
C 0.365 0.706 -0.612 0.3651 -0.1081 1.0237
C 1.328 0.076 0.376 -1.0929 -0.8058 1.4624
O 0.123 -0.258 -1.577 0.1101 -0.9734 -1.0188
H -1.607 1.534 -0.636 0.0736 0.0033 0.2574
H -0.598 1.837 0.810 -0.1713 0.8443 0.5861
H -1.325 0.294 0.626 -0.2054 -0.3324 -0.0740
H 0.720 1.614 -1.048 0.9876 0.7311 -0.6263
H 2.032 -0.564 -0.124 0.7535 0.2057 -0.2703
H 0.687 -0.712 0.896 0.7676 1.1163 -0.0657
H 1.788 0.769 1.134 -0.4407 -0.6679 -0.8455
H -0.241 0.179 -2.356 -0.5045 -0.0103 -0.5130
C -1.645 5.493 2.389 0.3487 -3.5294 0.3284
C -0.606 5.629 1.284 -1.2002 -0.3738 -0.1699
O 0.143 4.436 1.156 -0.6363 -1.0221 -1.9245
H -1.242 4.865 3.222 0.2304 0.5354 -0.6304
H -2.489 4.851 2.093 0.1517 0.1227 -0.4703
H -2.101 6.280 2.877 -0.4886 2.4541 0.4292
H 0.115 6.350 1.525 0.8541 1.5157 0.4426
H -1.098 5.943 0.332 0.3718 -0.3427 0.5161
H -0.091 4.017 0.260 0.3246 0.9929 1.3789
```
Positions in Å, forces in eV/Å.

Calculated values
Spin multiplicity: 1
Relative energy (zero: lowest compared OMol25 entry of this formula, charge and spin) in kJ/mol: 83.2
E in eV: -59398.43806



Q: E of number 2 (C8H15BrN3Si)?
A: -90922.28217 eV